Molecular formula: C2HIN2O2
Method: DFT, ωB97M-V/def2-TZVPD

Geometry as XYZ:
```
8
Properties=species:S:1:pos:R:3:forces:R:3:mulliken_charge:R:1
C -0.8554 2.5244 -0.8553 1.47 -1.48 0.54 0.17
C 0.6441 0.0518 0.3371 1.92 0.64 -1.56 -0.55
N -1.6534 3.2975 -1.1210 -1.38 1.36 -0.49 -0.20
N 0.2170 0.6575 1.5222 -0.65 0.83 0.58 0.88
O -0.9565 0.5113 1.8288 -0.12 -0.43 -0.05 -0.50
O 1.0074 1.3579 2.1105 0.44 0.21 0.80 -0.52
I 2.6124 0.4545 -0.2840 -1.12 -0.55 0.33 0.24
H -0.0836 -0.0335 -0.4378 -0.55 -0.57 -0.16 0.49
```
Positions in Å, forces in eV/Å.

Properties
- 2S+1: 1
- ΔE to the lowest compared entry with this formula, charge and spin: 151.5 kcal per mole
- HOMO-LUMO gap (spin up / spin down): 7.8 / 5.5 eV
- E_HOMO (spin up / spin down): -10.719 / -10.116 eV